DFT (ωB97M-V/def2-TZVPD) results for a molecular structure, C38H35N12PSSiSn.

Output
Highest occupied orbital energy, eV: -8.07
Orbital gap, eV: 7.959

Geometry (Å):
Sn (1.016, 0.142, -0.217)
N (3.770, 1.831, -1.996)
C (4.037, 0.639, -1.381)
N (5.212, 0.050, -1.458)
N (5.061, -1.098, -0.768)
N (3.883, -1.199, -0.300)
N (3.167, -0.092, -0.663)
C (2.640, 2.567, -1.755)
N (2.402, 3.764, -2.255)
N (1.154, 4.053, -1.835)
N (0.682, 3.097, -1.131)
N (1.613, 2.124, -1.035)
H (4.542, 2.292, -2.448)
C (1.376, 5.682, 2.669)
C (0.027, 5.694, 2.353)
C (-0.588, 4.547, 1.872)
C (0.151, 3.385, 1.705)
C (1.505, 3.372, 2.032)
C (2.114, 4.516, 2.514)
P (-0.563, 1.829, 1.114)
C (-2.257, 2.108, 0.552)
C (-2.506, 3.099, -0.398)
C (-3.782, 3.255, -0.914)
C (-4.808, 2.413, -0.508)
C (-4.556, 1.408, 0.413)
C (-3.284, 1.252, 0.943)
C (-0.629, 0.880, 2.652)
C (-1.434, 1.274, 3.690)
C (-1.394, 0.617, 4.932)
C (-0.518, -0.414, 5.114)
C (0.335, -0.845, 4.071)
C (1.229, -1.922, 4.285)
C (2.029, -2.359, 3.277)
C (1.969, -1.746, 2.006)
C (1.143, -0.684, 1.756)
C (0.290, -0.206, 2.804)
H (1.856, 6.581, 3.033)
H (-0.551, 6.600, 2.476)
H (-1.642, 4.568, 1.627)
H (2.091, 2.467, 1.913)
H (3.168, 4.501, 2.760)
H (-1.697, 3.727, -0.747)
H (-3.970, 4.028, -1.646)
H (-5.803, 2.534, -0.918)
H (-5.347, 0.736, 0.717)
H (-3.089, 0.453, 1.645)
H (-2.106, 2.113, 3.555)
H (-2.039, 0.943, 5.737)
H (-0.458, -0.921, 6.069)
H (1.258, -2.386, 5.264)
H (2.716, -3.179, 3.436)
H (2.621, -2.116, 1.229)
C (-2.262, -2.559, 3.157)
N (-1.232, -3.227, 2.388)
C (-0.460, -4.288, 2.814)
C (0.372, -4.608, 1.807)
N (0.111, -3.727, 0.766)
C (-0.905, -2.882, 1.121)
S (-1.639, -1.684, 0.215)
C (0.794, -3.770, -0.482)
C (0.946, -5.011, -1.087)
C (1.645, -5.069, -2.278)
C (2.144, -3.894, -2.815)
C (1.922, -2.712, -2.132)
N (1.266, -2.638, -0.974)
H (-2.350, -3.063, 4.116)
H (-3.208, -2.605, 2.620)
H (-1.993, -1.514, 3.311)
H (-0.558, -4.705, 3.799)
H (1.155, -5.340, 1.744)
H (0.504, -5.892, -0.643)
H (1.788, -6.016, -2.782)
H (2.698, -3.884, -3.741)
H (2.293, -1.776, -2.528)
C (-1.157, -2.140, -5.293)
Si (-0.951, -0.324, -4.896)
C (0.342, 0.463, -5.989)
C (-2.580, 0.579, -5.012)
C (-0.333, -0.202, -3.163)
C (0.096, -0.119, -2.035)
H (-1.550, -2.285, -6.300)
H (-1.839, -2.615, -4.587)
H (-0.197, -2.655, -5.227)
H (0.027, 0.504, -7.032)
H (1.275, -0.100, -5.937)
H (0.551, 1.480, -5.654)
H (-2.973, 0.529, -6.029)
H (-2.459, 1.629, -4.745)
H (-3.319, 0.143, -4.339)

Results of the Löwdin charge analysis, in e, for atoms 1 through 8: Sn 1.08; N 0.16; C -0.46; N 0.05; N -0.06; N -0.07; N -0.07; C -0.45